Arrangement i

Density functional theory data (the ωB97M-V functional and the def2-TZVPD basis) for 2 unconnected molecules or ions with the total composition C6H10NO2.

Positions of all 19 atoms, in Å:
O  -0.2242  1.5343  1.6004
O  -0.3820  -0.3067  -2.3432
N  0.3264  0.4166  -0.2405
C  -0.8805  -1.6116  1.3625
C  -1.9176  1.2419  -0.0265
C  0.4726  0.0704  -1.5856
C  1.9649  -0.1876  -1.3341
C  -0.5407  1.1844  0.4994
C  1.7655  0.4007  0.0732
H  -1.1482  -1.5193  0.3412
H  -2.3228  2.2363  -0.3972
H  2.1659  -1.2604  -1.2592
H  2.1935  -0.2455  0.7818
H  -1.5516  -1.3772  2.1420
H  2.7127  0.1999  -2.0536
H  -2.7111  0.9221  0.7151
H  -0.0803  -2.2561  1.3172
H  -2.0090  0.7753  -1.0719
H  2.4118  1.3610  0.2331

Output
**Multiplicity**: 1
**Net charge**: +1
**Highest occupied orbital energy (alpha / beta)**: -14.35 / -14.36 eV
**Gap between HOMO and LUMO (alpha / beta)**: 5.275 / 5.303 eV

---

Arrangement ii

Density functional theory data (the ωB97M-V functional and the def2-TZVPD basis) for a gas-phase ion, C6H10NO2 (charge +1).

Positions of all 19 atoms, in Å:
O  1.4898  -1.4601  0.6739
O  -2.2892  0.3105  -0.1154
N  -0.0848  0.3314  0.4306
C  1.6194  0.5436  -0.9123
C  -1.2687  -0.2520  -0.1756
C  -1.0595  -1.6075  -0.8309
C  1.2851  -0.4440  0.1264
C  -0.4395  0.5294  1.8369
C  0.3875  1.3861  -0.4732
H  -1.4631  0.8044  1.9353
H  0.0087  -1.7415  -1.1269
H  -1.1724  -2.4652  -0.1932
H  -1.7468  -1.7679  -1.6549
H  0.7944  2.3603  0.1254
H  1.5360  0.1100  -1.9018
H  0.3252  1.1853  2.2985
H  -0.1339  1.5877  -1.3958
H  -0.3745  -0.4581  2.2197
H  2.5863  1.0478  -0.8666

Output
**Structure (SMILES)**: CC(=O)[N@+]1(C)CCC1=O
**Multiplicity**: 1
**Net charge**: +1
**Highest occupied orbital energy**: -15.57 eV
**Gap between HOMO and LUMO**: 11.140 eV

---

What should be chosen as the least stable of them? Choose arrangement i.

---

Arrangement i

Density functional theory data (the ωB97M-V functional and the def2-TZVPD basis) for 2 unconnected molecules or ions with the total composition C6H15BrN.

Positions of all 23 atoms, in Å:
Br  0.2734  2.5676  -1.5761
N  -1.2963  1.2629  0.3466
C  2.1407  0.5661  0.4598
C  1.3001  -0.6239  -1.5631
C  -2.5554  0.9405  -0.3838
C  0.8745  -0.0109  -0.2282
C  0.2743  -1.1022  0.6644
C  -0.0928  1.0990  -0.4626
H  -1.2200  0.6374  1.1632
H  0.3611  -0.9987  -2.0649
H  1.7472  0.1109  -2.2268
H  -2.5326  -0.0996  -0.7063
H  -1.3749  2.2365  0.6733
H  2.5409  1.4040  -0.1026
H  0.9988  -1.9059  0.7643
H  -3.4183  1.1085  0.2572
H  -1.1015  -1.0176  -2.4316
H  0.0619  -0.7515  1.6742
H  2.9061  -0.1996  0.5294
H  1.8985  0.9028  1.4648
H  -2.6338  1.5726  -1.2665
H  1.9973  -1.4439  -1.4227
H  -0.6221  -1.5298  0.2190

Output
**Multiplicity**: 1
**Net charge**: +1
**Highest occupied orbital energy (alpha / beta)**: -13.64 / -12.65 eV
**Gap between HOMO and LUMO (alpha / beta)**: 8.960 / 8.226 eV

---

Arrangement ii

Density functional theory data (the ωB97M-V functional and the def2-TZVPD basis) for 2 unconnected molecules or ions with the total composition C6H15BrN.

Positions of all 23 atoms, in Å:
Br  -0.9084  -1.2269  0.0933
N  2.0629  -1.3062  -0.7923
C  1.2914  1.1024  -0.5802
C  1.6551  -0.1542  0.1492
C  -2.7342  0.0848  -1.5481
C  -2.7725  0.6521  1.0632
C  2.4139  -0.2781  1.4727
C  -2.3264  -0.1498  -0.1552
H  2.0386  1.3312  -1.2901
H  1.9449  -2.3080  -0.4251
H  -2.2684  1.6095  1.1651
H  3.0413  -1.0849  -1.0700
H  1.4812  -1.1289  -1.6928
H  0.2672  1.1821  -1.1871
H  2.3821  -1.3682  1.7190
H  -2.6373  0.1738  2.0412
H  -1.9876  -0.0505  -2.2223
H  -3.7303  -0.5347  -1.7277
H  3.4819  0.0368  1.4490
H  1.8644  0.1759  2.2281
H  -3.8894  0.9556  0.9568
H  1.2228  1.8368  0.2268
H  -3.1224  1.1249  -1.7756

Output
**Multiplicity**: 1
**Net charge**: +1
**Highest occupied orbital energy (alpha / beta)**: -12.20 / -10.64 eV
**Gap between HOMO and LUMO (alpha / beta)**: 8.750 / 6.653 eV

---

What should be chosen as the least stable of them? Choose arrangement i.